{"formula": "C50H53AsBrN5O2P2S3Ti", "method": "wB97M-V/def2-TZVPD", "symbols": ["Ti", "S", "C", "N", "C", "C", "N", "C", "C", "C", "C", "C", "C", "C", "C", "S", "C", "C", "C", "C", "C", "C", "C", "H", "H", "H", "H", "H", "H", "H", "H", "H", "H", "H", "H", "H", "H", "H", "H", "H", "H", "N", "P", "C", "C", "C", "C", "C", "C", "C", "C", "C", "C", "C", "C", "P", "C", "C", "C", "C", "C", "C", "C", "C", "C", "C", "C", "C", "H", "H", "H", "H", "H", "H", "H", "H", "H", "H", "H", "H", "H", "H", "H", "H", "H", "H", "H", "H", "H", "Br", "C", "As", "C", "C", "S", "H", "H", "H", "H", "H", "H", "H", "H", "H", "C", "N", "C", "C", "C", "O", "N", "C", "O", "H", "H", "H", "H", "H"], "xyz": [[0.628, -0.532, 0.619], [1.133, 1.992, -0.068], [-0.100, 3.039, 0.388], [0.141, 4.293, 0.733], [-0.950, 5.164, 1.123], [-2.193, 4.815, 0.318], [-2.481, 3.403, 0.473], [-3.874, 2.993, 0.484], [-4.553, 3.341, -0.819], [-5.440, 4.408, -0.891], [-6.061, 4.723, -2.086], [-5.800, 3.974, -3.222], [-4.909, 2.915, -3.156], [-4.286, 2.596, -1.964], [-1.478, 2.529, 0.419], [-1.714, 0.876, 0.398], [1.471, 4.871, 0.756], [1.718, 5.690, -0.492], [1.944, 7.057, -0.409], [2.165, 7.798, -1.558], [2.149, 7.181, -2.797], [1.910, 5.820, -2.886], [1.696, 5.077, -1.740], [-0.656, 6.196, 0.927], [-1.140, 5.049, 2.198], [-2.032, 5.053, -0.743], [-3.048, 5.395, 0.667], [-4.371, 3.499, 1.318], [-3.905, 1.915, 0.656], [-5.664, 4.983, -0.003], [-6.752, 5.551, -2.129], [-6.295, 4.212, -4.150], [-4.706, 2.327, -4.038], [-3.601, 1.763, -1.915], [2.200, 4.058, 0.833], [1.549, 5.502, 1.645], [1.958, 7.542, 0.557], [2.346, 8.858, -1.484], [2.320, 7.759, -3.691], [1.890, 5.336, -3.850], [1.512, 4.015, -1.811], [-0.350, -3.191, 1.916], [-1.297, -2.269, 0.824], [-1.729, -3.476, -0.485], [-2.889, -4.243, -0.431], [-3.187, -5.112, -1.465], [-2.330, -5.231, -2.546], [-1.160, -4.490, -2.592], [-0.861, -3.617, -1.564], [-2.870, -2.103, 1.705], [-3.959, -1.597, 0.994], [-5.205, -1.559, 1.589], [-5.368, -2.013, 2.891], [-4.278, -2.481, 3.607], [-3.025, -2.523, 3.021], [1.304, -2.794, 1.746], [1.989, -2.912, 3.425], [1.201, -2.907, 4.567], [1.803, -2.991, 5.811], [3.183, -3.044, 5.917], [3.972, -3.011, 4.778], [3.378, -2.955, 3.533], [1.917, -4.348, 0.998], [1.883, -5.513, 1.760], [2.194, -6.724, 1.172], [2.539, -6.777, -0.171], [2.582, -5.619, -0.929], [2.269, -4.405, -0.344], [-0.608, -4.162, 2.096], [-3.561, -4.161, 0.412], [-4.096, -5.693, -1.432], [-2.577, -5.907, -3.350], [-0.496, -4.584, -3.437], [0.051, -3.032, -1.599], [-3.812, -1.257, -0.024], [-6.050, -1.178, 1.036], [-6.347, -2.002, 3.345], [-4.402, -2.819, 4.625], [-2.174, -2.879, 3.580], [0.126, -2.829, 4.485], [1.191, -3.007, 6.700], [3.643, -3.101, 6.893], [5.048, -3.032, 4.862], [3.982, -2.955, 2.631], [1.618, -5.464, 2.808], [2.161, -7.628, 1.759], [2.781, -7.723, -0.626], [2.851, -5.660, -1.973], [2.298, -3.493, -0.929], [-0.155, -0.101, 2.938], [5.912, 0.629, 1.665], [4.427, -0.026, 0.586], [4.402, 1.132, -0.996], [5.017, -1.824, 0.064], [2.742, 0.152, 1.868], [6.868, 0.420, 1.184], [5.875, 0.130, 2.636], [5.812, 1.704, 1.823], [5.428, 1.338, -1.299], [3.904, 2.066, -0.726], [3.861, 0.662, -1.816], [5.583, -1.762, -0.866], [4.166, -2.492, -0.065], [5.667, -2.212, 0.853], [-0.945, 0.492, -4.855], [-0.089, 0.002, -3.797], [1.180, -0.356, -4.030], [2.008, -0.782, -3.034], [1.451, -0.810, -1.727], [2.085, -1.087, -0.647], [0.170, -0.508, -1.516], [-0.652, -0.075, -2.505], [-1.803, 0.253, -2.318], [-0.608, 0.110, -5.814], [-0.943, 1.583, -4.871], [-1.965, 0.164, -4.658], [1.527, -0.281, -5.051], [3.027, -1.082, -3.220]], "de_lowest_ev": 0.961, "total_charge": 2, "largest_force_ev_per_a": 2.2, "total_energy_ev": -269329.474, "gap_ev": 6.90}

***

{"formula": "C50H53CrN8OP2SeSi2", "method": "wB97M-V/def2-TZVPD", "symbols": ["Cr", "C", "Si", "C", "C", "N", "P", "C", "P", "N", "Si", "C", "C", "C", "C", "C", "C", "C", "C", "C", "C", "C", "C", "C", "C", "C", "C", "C", "C", "C", "C", "C", "C", "C", "C", "C", "C", "C", "H", "H", "H", "H", "H", "H", "H", "H", "H", "H", "H", "H", "H", "H", "H", "H", "H", "H", "H", "H", "H", "H", "H", "H", "H", "H", "H", "H", "H", "H", "H", "H", "H", "H", "H", "H", "H", "H", "C", "C", "N", "N", "C", "O", "C", "C", "C", "C", "C", "C", "C", "C", "C", "C", "C", "N", "H", "H", "H", "H", "H", "H", "H", "H", "H", "H", "H", "H", "Se", "N", "C", "C", "C", "C", "N", "C", "N", "H", "H", "H"], "xyz": [[0.852, 0.381, -0.434], [2.776, 0.114, 4.203], [2.965, 0.470, 2.374], [4.264, -0.699, 1.663], [3.656, 2.210, 2.291], [1.503, 0.284, 1.503], [-0.018, -0.063, 1.984], [-1.312, 0.004, 0.973], [-1.777, 0.603, -0.553], [-0.618, 0.964, -1.663], [-0.465, 1.116, -3.382], [0.900, 2.442, -3.633], [-1.767, 1.966, -4.453], [0.406, -0.358, -4.179], [-3.586, 0.255, -0.824], [-4.214, -0.734, -0.074], [-5.525, -1.100, -0.343], [-6.221, -0.486, -1.383], [-5.614, 0.531, -2.107], [-4.311, 0.913, -1.814], [-2.261, 2.380, -0.042], [-2.135, 3.469, -0.914], [-2.618, 4.734, -0.575], [-3.238, 4.935, 0.650], [-3.363, 3.863, 1.533], [-2.889, 2.605, 1.184], [-0.267, 0.994, 3.490], [-0.602, 0.532, 4.761], [-0.580, 1.393, 5.857], [-0.245, 2.728, 5.695], [0.041, 3.215, 4.423], [0.027, 2.353, 3.336], [-0.050, -1.765, 2.693], [-1.265, -2.286, 3.146], [-1.331, -3.567, 3.677], [-0.185, -4.359, 3.737], [1.013, -3.871, 3.238], [1.078, -2.579, 2.719], [3.755, -0.128, 4.639], [2.102, -0.723, 4.401], [2.379, 0.991, 4.729], [5.222, -0.177, 1.530], [3.957, -1.087, 0.686], [4.445, -1.556, 2.321], [4.477, 2.313, 3.013], [2.892, 2.957, 2.540], [4.052, 2.453, 1.300], [0.709, 3.380, -3.089], [0.941, 2.678, -4.705], [1.894, 2.084, -3.344], [-1.653, 3.056, -4.431], [-2.801, 1.714, -4.198], [-1.590, 1.634, -5.485], [0.386, -1.226, -3.512], [1.458, -0.121, -4.392], [-0.074, -0.653, -5.116], [-3.645, -1.236, 0.702], [-5.996, -1.889, 0.232], [-7.234, -0.795, -1.617], [-6.151, 1.011, -2.919], [-3.846, 1.724, -2.363], [-1.633, 3.323, -1.865], [-2.502, 5.563, -1.268], [-3.616, 5.915, 0.918], [-3.837, 4.013, 2.498], [-2.993, 1.776, 1.875], [-0.856, -0.509, 4.909], [-0.806, 1.010, 6.847], [-0.203, 3.388, 6.555], [0.286, 4.263, 4.282], [0.278, 2.718, 2.347], [-2.156, -1.672, 3.068], [-2.275, -3.955, 4.043], [-0.234, -5.353, 4.165], [1.901, -4.496, 3.249], [2.013, -2.197, 2.324], [4.740, 0.674, -2.038], [3.392, 0.910, -1.469], [2.521, -0.019, -1.314], [2.801, -1.308, -1.650], [1.832, -2.075, -1.134], [0.849, -1.608, -0.481], [1.954, -3.544, -1.285], [1.230, -4.371, -0.435], [1.305, -5.750, -0.579], [2.092, -6.303, -1.580], [2.821, -5.475, -2.428], [2.758, -4.098, -2.278], [2.911, 2.241, -1.033], [3.661, 3.393, -1.145], [3.113, 4.604, -0.750], [1.822, 4.624, -0.262], [1.133, 3.428, -0.178], [1.663, 2.267, -0.542], [4.852, -0.385, -2.242], [5.515, 0.988, -1.335], [4.871, 1.233, -2.968], [0.617, -3.921, 0.335], [0.744, -6.391, 0.091], [2.142, -7.379, -1.702], [3.435, -5.905, -3.210], [3.312, -3.435, -2.932], [4.668, 3.327, -1.541], [3.684, 5.520, -0.836], [1.345, 5.547, 0.041], [0.111, 3.396, 0.181], [-3.202, -1.227, -5.000], [-3.367, -2.925, -4.427], [-2.874, -2.952, -3.187], [-2.844, -4.072, -2.341], [-2.301, -3.913, -1.067], [-1.830, -2.678, -0.646], [-1.849, -1.568, -1.401], [-2.344, -1.685, -2.663], [-2.432, -0.637, -3.469], [-3.245, -5.018, -2.686], [-2.250, -4.756, -0.383], [-1.424, -2.535, 0.347]], "total_charge": -1, "largest_force_ev_per_a": 2.7, "total_energy_ev": -194784.249, "spin_multiplicity": 5, "gap_ev": [4.22, 5.38]}